The following is a quantum chemistry calculation of C36H46AlClN7O5P2S as an isolated structure at a distorted geometry, from the Open Molecules 2025 dataset.

Atoms and positions in Å:
N  3.594  -0.793  -0.293
P  3.296  -0.185  -1.924
O  3.459  1.495  -1.693
Al  0.999  -0.703  -2.342
C  0.806  -1.977  -3.911
O  2.058  -2.648  -4.178
C  2.371  -2.700  -5.510
O  2.975  -1.471  -5.907
C  4.289  -1.628  -6.362
C  4.838  -0.258  -6.655
O  3.975  0.399  -7.589
C  0.277  -1.611  -0.677
C  -0.921  -1.029  -0.059
O  -1.439  -0.035  -0.281
Cl  -1.660  -2.050  1.306
P  -0.077  1.309  -2.951
S  -1.680  1.035  -4.116
H  4.292  -0.229  0.176
H  3.925  -1.738  -0.427
H  2.745  1.959  -2.138
H  0.003  -2.671  -3.684
H  0.506  -1.389  -4.776
H  1.490  -2.882  -6.122
H  3.075  -3.515  -5.677
H  4.920  -2.188  -5.672
H  4.270  -2.163  -7.319
H  4.861  0.338  -5.753
H  5.847  -0.321  -7.050
H  4.465  0.461  -8.412
H  0.067  -2.646  -0.925
H  1.040  -1.646  0.098
H  -0.403  2.170  -1.878
H  0.851  2.064  -3.725
N  -0.388  -4.772  -5.414
C  0.314  -5.899  -5.485
C  -0.239  -7.132  -5.800
C  -1.600  -7.195  -6.050
C  -2.347  -6.031  -5.977
C  -1.693  -4.850  -5.658
H  1.375  -5.800  -5.277
H  0.381  -8.017  -5.845
H  -2.072  -8.138  -6.297
H  -3.412  -6.036  -6.164
H  -2.235  -3.912  -5.591
N  6.500  -0.156  0.869
C  6.978  -0.941  1.832
C  8.051  -0.601  2.641
C  8.665  0.624  2.435
C  8.183  1.453  1.436
C  7.101  1.017  0.685
H  6.467  -1.890  1.955
H  8.395  -1.278  3.411
H  9.507  0.927  3.044
H  8.633  2.416  1.241
H  6.686  1.633  -0.106
N  0.731  1.255  3.338
C  1.073  1.771  4.516
C  0.167  2.056  5.525
C  -1.174  1.791  5.295
C  -1.550  1.257  4.075
C  -0.562  1.006  3.133
H  2.133  1.964  4.650
H  0.502  2.475  6.466
H  -1.916  2.003  6.054
H  -2.586  1.036  3.854
H  -0.811  0.587  2.168
N  -2.663  3.041  8.340
C  -1.884  2.047  8.765
C  -1.195  2.067  9.967
C  -1.319  3.186  10.774
C  -2.122  4.231  10.349
C  -2.768  4.109  9.129
H  -1.815  1.194  8.100
H  -0.578  1.229  10.260
H  -0.797  3.242  11.721
H  -2.244  5.123  10.948
H  -3.406  4.903  8.756
N  -5.144  -1.500  7.442
C  -4.462  -0.407  7.780
C  -4.920  0.888  7.577
C  -6.161  1.050  6.983
C  -6.885  -0.073  6.620
C  -6.333  -1.320  6.873
H  -3.496  -0.589  8.240
H  -4.321  1.747  7.875
H  -6.558  2.042  6.802
H  -7.856  0.012  6.152
H  -6.866  -2.227  6.608
N  -5.767  3.622  -8.164
C  -5.012  2.607  -7.741
C  -4.298  2.617  -6.553
C  -4.366  3.746  -5.757
C  -5.144  4.813  -6.179
C  -5.821  4.699  -7.383
H  -4.984  1.743  -8.397
H  -3.702  1.765  -6.256
H  -3.819  3.789  -4.823
H  -5.224  5.715  -5.587
H  -6.444  5.510  -7.749

Summary:
E_LUMO, eV: 1.84
Gap between HOMO and LUMO, eV: 5.119
Net charge: -1
Highest occupied orbital energy, eV: -3.28
Calculated total energy, eV: -107279.154

The following is a quantum chemistry calculation of C36H46BN10V as an isolated structure, from the Open Molecules 2025 dataset.

Atoms and positions in Å:
V  0.144  -0.385  -0.275
C  -2.769  0.926  0.494
N  -2.002  -0.340  0.545
C  -2.757  -1.363  -0.242
C  -2.295  -1.505  -1.668
C  -3.142  -2.020  -2.640
C  -2.693  -2.092  -3.946
C  -1.423  -1.621  -4.249
C  -0.638  -1.134  -3.224
N  -1.054  -1.108  -1.951
C  -1.816  -0.845  1.923
C  -1.022  -2.115  1.879
C  -1.233  -3.144  2.781
C  -0.460  -4.290  2.692
C  0.480  -4.387  1.680
C  0.613  -3.328  0.801
N  -0.109  -2.206  0.894
C  -2.210  2.152  1.188
C  -2.900  3.351  1.008
C  -2.430  4.490  1.631
C  -1.285  4.401  2.414
C  -0.669  3.171  2.537
N  -1.120  2.062  1.937
H  -3.782  0.743  0.875
H  -2.870  1.182  -0.560
H  -3.821  -1.121  -0.244
H  -2.672  -2.329  0.245
H  -4.143  -2.336  -2.370
H  -3.335  -2.490  -4.724
H  -1.044  -1.626  -5.263
H  0.357  -0.743  -3.397
H  -2.775  -1.015  2.426
H  -1.270  -0.080  2.469
H  -1.990  -3.036  3.549
H  -0.598  -5.100  3.399
H  1.101  -5.265  1.559
H  1.331  -3.365  0.002
H  -3.784  3.381  0.380
H  -2.942  5.436  1.507
H  -0.879  5.265  2.927
H  0.225  3.052  3.141
C  -2.467  3.122  -4.432
C  -2.304  2.043  -3.359
C  -3.686  1.625  -2.859
C  -1.354  2.526  -2.288
C  -1.215  3.854  -1.848
C  -0.102  3.842  -1.041
N  0.375  2.589  -1.003
N  -0.393  1.755  -1.755
B  1.783  2.181  -0.535
N  2.335  1.072  -1.472
C  3.298  1.267  -2.379
C  3.696  0.043  -2.873
C  2.906  -0.889  -2.194
N  2.064  -0.263  -1.358
C  3.078  -2.385  -2.222
C  1.813  -3.157  -2.594
C  3.710  -2.845  -0.899
N  1.847  1.709  0.926
C  2.535  2.312  1.907
C  2.540  1.489  3.009
C  1.826  0.348  2.606
N  1.402  0.492  1.345
C  1.643  -0.889  3.441
C  3.005  -1.462  3.845
C  0.787  -0.603  4.676
H  -3.054  2.740  -5.269
H  -1.500  3.454  -4.814
H  -2.993  3.997  -4.038
H  -1.828  1.183  -3.830
H  -4.179  2.452  -2.336
H  -3.643  0.771  -2.189
H  -4.324  1.342  -3.700
H  -1.811  4.711  -2.126
H  0.414  4.642  -0.530
H  2.504  3.138  -0.617
H  3.651  2.270  -2.580
H  4.478  -0.164  -3.587
H  3.808  -2.576  -3.011
H  0.954  -2.870  -1.988
H  1.968  -4.232  -2.466
H  1.540  -2.983  -3.637
H  3.193  -2.418  -0.035
H  4.748  -2.512  -0.836
H  3.700  -3.936  -0.811
H  2.987  3.279  1.738
H  3.020  1.667  3.959
H  1.148  -1.639  2.836
H  3.541  -0.776  4.508
H  3.632  -1.638  2.969
H  2.880  -2.409  4.377
H  1.278  0.132  5.323
H  0.634  -1.513  5.264
H  -0.194  -0.196  4.410

Summary:
E_LUMO (spin up / spin down), eV: -2.29 / -2.42
Gap between HOMO and LUMO (spin up / spin down), eV: 7.875 / 8.567
Net charge: +1
Multiplicity: 4
Highest occupied orbital energy (spin up / spin down), eV: -10.17 / -10.99
<S²>: 3.7573
Calculated total energy, eV: -79344.313

The following is a quantum chemistry calculation of C36H46BaBrF4N4O4S3 as an isolated structure at a distorted geometry, from the Open Molecules 2025 dataset.

Atoms and positions in Å:
Ba  0.875  0.119  -0.702
C  -0.549  3.564  2.893
C  -0.190  2.537  1.826
N  1.194  2.541  1.356
C  2.184  2.368  2.414
C  1.983  1.085  3.196
C  1.515  3.686  0.485
C  1.382  3.378  -1.007
N  2.137  2.164  -1.271
C  2.948  1.968  -2.323
C  3.760  0.789  -2.318
F  3.670  -0.046  -1.236
C  4.646  0.473  -3.315
F  5.380  -0.656  -3.178
C  4.809  1.265  -4.438
C  4.018  2.398  -4.487
F  4.102  3.220  -5.560
C  3.129  2.744  -3.493
F  2.386  3.870  -3.666
H  -1.621  3.519  3.099
H  -0.310  4.585  2.586
H  -0.034  3.370  3.836
H  -0.815  2.669  0.943
H  -0.431  1.540  2.206
H  2.196  3.225  3.110
H  3.161  2.353  1.927
H  1.097  1.107  3.831
H  2.843  0.894  3.841
H  1.867  0.224  2.537
H  2.553  3.966  0.678
H  0.898  4.559  0.743
H  1.727  4.250  -1.568
H  0.315  3.257  -1.245
H  5.490  1.003  -5.230
O  0.121  -1.791  3.391
C  -1.068  -1.163  3.492
C  -1.463  -0.685  4.734
C  -2.701  -0.072  4.877
C  -3.552  0.068  3.790
C  -3.138  -0.413  2.550
C  -1.904  -1.018  2.374
C  -1.472  -1.525  1.009
O  -0.137  -1.318  0.755
N  -1.843  -2.974  0.954
N  -1.751  -3.420  -0.396
C  -0.600  -3.757  -0.803
C  0.686  -3.950  -0.065
Br  2.203  -3.510  -1.137
C  0.823  -4.479  1.138
C  2.099  -4.804  1.821
C  2.815  -3.821  2.498
C  4.001  -4.132  3.145
C  4.487  -5.432  3.128
C  3.778  -6.420  2.459
C  2.592  -6.104  1.812
H  0.314  -1.828  2.397
H  -0.793  -0.808  5.574
H  -2.998  0.297  5.851
H  -4.517  0.539  3.903
H  -3.780  -0.298  1.682
H  -2.086  -1.000  0.247
H  -2.844  -2.983  1.145
H  -0.539  -3.996  -1.862
H  -0.105  -4.659  1.673
H  2.441  -2.807  2.522
H  4.547  -3.354  3.663
H  5.414  -5.675  3.632
H  4.150  -7.436  2.436
H  2.042  -6.873  1.283
C  -4.428  4.757  0.132
C  -3.528  3.529  0.115
C  -3.681  2.757  -1.188
S  -2.897  1.171  -1.144
O  -1.398  1.460  -1.108
C  -3.284  0.580  -2.797
C  -3.921  -0.800  -2.767
C  -5.303  -0.804  -2.136
H  -4.316  5.317  1.061
H  -5.479  4.481  0.034
H  -4.188  5.432  -0.692
H  -3.753  2.875  0.962
H  -2.484  3.825  0.229
H  -3.232  3.293  -2.032
H  -4.733  2.560  -1.411
H  -2.308  0.542  -3.292
H  -3.923  1.317  -3.285
H  -3.252  -1.497  -2.255
H  -3.968  -1.153  -3.800
H  -5.278  -0.453  -1.101
H  -5.728  -1.806  -2.116
H  -5.997  -0.160  -2.683
C  2.730  -1.789  -5.465
O  1.855  -1.510  -4.378
C  0.532  -1.570  -4.592
S  -0.074  -1.890  -6.120
S  -0.367  -1.286  -3.150
H  3.721  -1.772  -5.023
H  2.638  -1.029  -6.242
H  2.503  -2.764  -5.896

Summary:
E_LUMO, eV: 1.93
Gap between HOMO and LUMO, eV: 6.391
Net charge: -1
Highest occupied orbital energy, eV: -4.46
Calculated total energy, eV: -166342.676

> Among the records above, which one has the highest calculated total energy?

C36H46BN10V